[1]
# C55H96BClIN2O20PS2

9 unconnected molecules or ions with the total composition C55H96BClIN2O20PS2 (ωB97M-V/def2-TZVPD, the OMol25 dataset).

For the total energy, the calculation gives -154781.209 eV. As for the lowest unoccupied orbital energy: 0.464 eV. The orbital gap comes out at 8.1 eV. As for the SMILES: C=CC[C@H](O[C@]([PH2]=S)([C@@H](I)CC)[C@@H](CCCS)O[C@@](CCN)(CCCO)[C@H](Cl)CC)B(O)N(C)C.O=C1CCCO1.O=C1CCCO1.O=C1CCCO1.O=C1CCCO1.O=C1CCCO1.O=C1CCCO1.O=C1CCCO1.O=C1CCCO1.

XYZ file:
```
179
C55H96BClIN2O20PS2 ωB97M-V/def2-TZVPD
C 1.618 -5.576 2.038
C 2.714 -5.892 1.315
C 3.308 -5.113 0.149
C 3.446 -3.596 0.393
O 2.403 -2.727 -0.108
C 1.764 -2.785 -1.395
P 0.310 -3.977 -1.157
S -1.410 -3.658 -2.003
C 2.738 -3.161 -2.533
I 1.853 -4.278 -4.167
C 3.503 -1.993 -3.181
C 4.848 -2.425 -3.802
C 1.146 -1.350 -1.514
C 0.425 -1.041 -2.846
C 1.017 0.106 -3.698
C -0.072 1.103 -4.091
S 0.583 2.663 -4.763
O 0.227 -1.220 -0.447
C 0.357 -0.357 0.703
C -0.814 0.640 0.634
C -1.110 1.545 1.830
N -0.358 2.819 1.813
C 0.087 -1.330 1.883
C -1.202 -2.144 1.781
C -1.264 -3.206 2.889
O -1.968 -4.377 2.485
C 1.791 0.208 0.914
Cl 2.019 0.826 2.609
C 2.456 1.227 -0.041
C 1.604 2.225 -0.816
B 4.955 -3.133 0.112
O 5.565 -3.429 -1.096
N 5.684 -2.496 1.185
C 7.141 -2.577 1.040
C 5.286 -1.097 1.408
H 1.636 -5.477 3.120
H 0.650 -5.450 1.562
H 3.273 -6.791 1.575
H 4.320 -5.519 0.059
H 2.845 -5.324 -0.820
H 3.364 -3.485 1.478
H 0.852 -5.236 -1.456
H 0.254 -3.986 0.237
H 3.476 -3.874 -2.185
H 2.912 -1.626 -4.012
H 3.664 -1.190 -2.459
H 5.193 -3.385 -3.423
H 5.608 -1.656 -3.657
H 4.739 -2.542 -4.880
H 2.012 -0.706 -1.446
H 0.250 -1.926 -3.450
H -0.571 -0.719 -2.536
H 1.815 0.633 -3.172
H 1.398 -0.309 -4.634
H -0.661 1.364 -3.211
H -0.747 0.650 -4.814
H 1.842 2.250 -4.940
H -0.737 1.282 -0.242
H -1.701 0.036 0.444
H -0.962 1.040 2.785
H -2.175 1.785 1.783
H -1.015 3.590 1.774
H 0.129 2.942 2.692
H 0.936 -2.024 1.903
H 0.071 -0.807 2.836
H -2.046 -1.470 1.953
H -1.378 -2.604 0.808
H -1.835 -2.813 3.733
H -0.257 -3.451 3.243
H -1.335 -5.054 2.223
H 2.430 -0.669 0.906
H 3.187 1.786 0.542
H 3.073 0.678 -0.757
H 0.845 1.737 -1.423
H 1.156 2.974 -0.172
H 2.255 2.748 -1.522
H 5.952 -2.646 -1.513
H 7.437 -3.562 0.687
H 7.610 -2.417 2.013
H 7.550 -1.825 0.353
H 6.003 -0.642 2.095
H 4.317 -1.048 1.905
H 5.292 -0.488 0.497
O -3.638 -1.959 -4.632
C -3.822 -0.875 -5.097
C -4.737 -0.468 -6.234
C -4.233 0.926 -6.599
C -3.680 1.413 -5.265
O -3.202 0.232 -4.601
H -5.757 -0.434 -5.860
H -4.662 -1.179 -7.054
H -4.998 1.582 -7.008
H -3.426 0.850 -7.330
H -4.455 1.867 -4.644
H -2.850 2.110 -5.367
O 7.850 1.564 0.891
C 7.059 2.045 1.651
C 7.268 2.462 3.097
C 5.840 2.597 3.624
C 5.081 2.970 2.359
O 5.785 2.314 1.284
H 7.807 3.411 3.108
H 7.857 1.708 3.615
H 5.724 3.315 4.429
H 5.491 1.626 3.985
H 5.092 4.046 2.169
H 4.053 2.621 2.363
O 1.172 -9.491 0.682
C 2.119 -9.702 -0.012
C 2.519 -10.994 -0.703
C 3.977 -10.741 -1.081
C 3.995 -9.226 -1.252
O 3.019 -8.730 -0.322
H 1.879 -11.123 -1.577
H 2.382 -11.835 -0.030
H 4.310 -11.272 -1.970
H 4.626 -11.027 -0.253
H 3.699 -8.918 -2.257
H 4.956 -8.775 -1.014
O -7.431 0.864 -4.717
C -8.341 0.520 -5.417
C -9.822 0.606 -5.127
C -10.431 -0.326 -6.172
C -9.412 -0.223 -7.303
O -8.146 0.004 -6.653
H -10.132 1.644 -5.263
H -10.029 0.292 -4.107
H -11.439 -0.059 -6.481
H -10.457 -1.346 -5.786
H -9.611 0.625 -7.962
H -9.332 -1.126 -7.901
O -9.563 5.558 -5.892
C -9.402 5.089 -4.799
C -8.618 5.681 -3.646
C -8.448 4.485 -2.711
C -9.689 3.661 -3.034
O -9.961 3.918 -4.427
H -9.222 6.468 -3.193
H -7.674 6.090 -3.998
H -8.375 4.745 -1.657
H -7.553 3.925 -2.985
H -10.559 3.970 -2.454
H -9.526 2.593 -2.904
O 6.041 3.778 6.405
C 6.951 3.291 7.014
C 7.077 1.879 7.548
C 8.232 1.995 8.537
C 9.045 3.134 7.932
O 8.078 3.987 7.290
H 7.312 1.219 6.709
H 6.148 1.557 8.009
H 8.806 1.082 8.666
H 7.848 2.286 9.512
H 9.752 2.788 7.175
H 9.586 3.725 8.668
O -11.811 6.686 -2.954
C -12.008 7.730 -3.508
C -11.684 8.094 -4.942
C -11.802 9.616 -4.939
C -12.826 9.845 -3.832
O -12.617 8.771 -2.896
H -12.428 7.622 -5.586
H -10.698 7.728 -5.214
H -12.099 10.047 -5.893
H -10.846 10.058 -4.653
H -13.853 9.783 -4.197
H -12.697 10.786 -3.304
O 6.427 0.527 10.424
C 5.566 0.939 11.147
C 5.680 1.384 12.593
C 4.224 1.409 13.053
C 3.491 1.709 11.750
O 4.293 1.101 10.722
H 6.137 2.376 12.608
H 6.305 0.692 13.150
H 4.012 2.133 13.836
H 3.938 0.422 13.419
H 3.428 2.779 11.546
H 2.493 1.283 11.701
```

Löwdin atomic charge list, values in e, 8 entries: C 0.00; C -0.13; C -0.14; C -0.18; O -0.13; C -0.53; P 0.43; S 0.22



[2]
# C56H112O19S5

14 unconnected molecules or ions with the total composition C56H112O19S5 (ωB97M-V/def2-TZVPD, the OMol25 dataset).

For the total energy, the calculation gives -152960.391 eV. As for the lowest unoccupied orbital energy: 0.273 eV. The orbital gap comes out at 9.5 eV. The calculation puts the energy above the lowest of the compared OMol25 structures with the same formula, charge and spin at 42.2 kJ/mol.

XYZ file:
```
192
C56H112O19S5 ωB97M-V/def2-TZVPD
C 0.106 -0.933 -0.178
C 1.444 -0.920 -0.998
C 1.526 0.540 -1.351
O 0.473 1.259 -0.655
C 0.023 0.457 0.387
H 0.172 -1.734 0.600
H -0.719 -1.209 -0.866
H 1.343 -1.589 -1.855
H 2.258 -1.172 -0.279
H 1.423 0.808 -2.394
H 2.419 1.002 -0.997
H -0.963 0.835 0.675
H 0.737 0.538 1.224
C 2.044 -4.626 -3.008
C 2.042 -4.106 -4.442
C 3.142 -3.117 -4.478
O 4.088 -3.581 -3.500
C 3.455 -4.346 -2.495
H 1.716 -5.658 -2.868
H 1.414 -3.981 -2.430
H 1.102 -3.635 -4.762
H 2.149 -4.911 -5.177
H 2.774 -2.158 -4.183
H 3.682 -3.066 -5.444
H 3.468 -3.787 -1.513
H 4.067 -5.289 -2.389
C 5.140 2.957 1.732
C 3.779 2.418 1.126
C 2.816 3.521 1.397
O 3.097 3.860 2.780
C 4.545 3.968 2.846
H 5.716 3.581 1.035
H 5.799 2.217 2.233
H 3.360 1.550 1.714
H 3.823 2.156 0.046
H 1.768 3.223 1.305
H 2.971 4.435 0.806
H 4.868 3.797 3.857
H 4.803 4.973 2.562
C -3.577 0.799 -3.242
C -5.065 1.179 -3.383
C -5.144 2.564 -2.837
O -4.116 2.684 -1.849
C -3.023 1.810 -2.232
H -3.096 0.683 -4.201
H -3.569 -0.174 -2.813
H -5.699 0.469 -2.814
H -5.385 1.115 -4.416
H -6.069 2.880 -2.388
H -4.910 3.330 -3.584
H -2.644 1.363 -1.291
H -2.238 2.416 -2.644
C 4.004 3.243 -4.211
C 3.292 3.366 -2.821
C 1.835 3.375 -3.246
O 1.740 2.849 -4.565
C 3.083 2.386 -4.965
H 5.017 2.836 -4.048
H 4.126 4.263 -4.625
H 3.517 4.302 -2.267
H 3.536 2.547 -2.120
H 1.410 4.399 -3.221
H 1.150 2.807 -2.597
H 3.108 2.382 -6.037
H 3.168 1.290 -4.669
C -1.516 -6.887 0.362
C -0.231 -6.209 0.845
C 0.117 -5.200 -0.239
O -0.516 -5.732 -1.435
C -1.828 -6.127 -0.964
H -2.389 -6.659 1.020
H -1.397 -7.946 0.145
H 0.543 -6.950 0.939
H -0.368 -5.730 1.784
H 1.160 -5.076 -0.508
H -0.338 -4.234 0.012
H -2.378 -6.704 -1.731
H -2.430 -5.267 -0.626
C 7.059 -0.205 -2.190
C 5.942 -0.843 -3.057
C 4.734 -0.541 -2.227
O 5.043 0.357 -1.117
C 6.286 0.950 -1.415
H 7.841 0.231 -2.804
H 7.388 -0.880 -1.445
H 6.093 -1.942 -3.204
H 5.871 -0.327 -4.007
H 4.218 -1.443 -1.860
H 3.980 -0.041 -2.839
H 6.801 1.333 -0.518
H 6.060 1.765 -2.141
C 4.179 -2.027 3.662
C 3.160 -1.363 4.561
C 2.525 -0.345 3.649
O 2.608 -0.809 2.294
C 3.483 -1.989 2.301
H 4.515 -3.002 3.958
H 5.012 -1.323 3.551
H 3.535 -0.994 5.493
H 2.390 -2.149 4.868
H 3.097 0.564 3.710
H 1.508 -0.102 3.990
H 4.138 -1.862 1.448
H 2.839 -2.852 2.134
C -1.681 -2.196 -4.965
C -0.852 -1.314 -4.026
C -0.136 -0.312 -4.964
O -0.118 -0.997 -6.226
C -1.383 -1.567 -6.313
H -2.701 -1.959 -4.697
H -1.617 -3.297 -4.862
H -0.036 -1.770 -3.463
H -1.452 -0.758 -3.311
H 0.915 -0.079 -4.701
H -0.743 0.563 -5.145
H -1.277 -2.256 -7.158
H -2.104 -0.726 -6.434
C -1.607 5.153 1.321
C -1.817 4.076 0.251
C -0.992 4.487 -0.980
S -0.071 5.908 -0.540
O -0.731 7.110 -0.902
O 1.290 5.828 -0.999
C -0.140 5.666 1.200
H -1.873 4.894 2.366
H -2.227 5.982 1.014
H -2.896 3.927 0.030
H -1.437 3.109 0.611
H -1.629 4.738 -1.832
H -0.294 3.705 -1.255
H -0.024 6.643 1.607
H 0.620 4.908 1.417
C 1.527 2.685 6.118
C 0.396 2.095 6.938
C -0.648 1.553 5.928
S -0.618 2.793 4.702
O -1.721 3.710 4.889
O -0.573 2.113 3.429
C 0.867 3.607 5.044
H 2.072 1.962 5.544
H 2.285 3.196 6.710
H -0.029 2.848 7.592
H 0.764 1.279 7.577
H -1.643 1.544 6.307
H -0.472 0.595 5.431
H 0.587 4.595 5.416
H 1.438 3.756 4.102
C -5.427 -2.820 -2.823
C -6.473 -3.324 -1.743
C -5.870 -2.757 -0.414
S -4.128 -2.595 -0.563
O -3.416 -3.504 0.339
O -3.656 -1.222 -0.425
C -4.060 -3.067 -2.249
H -5.570 -1.753 -3.063
H -5.421 -3.305 -3.830
H -6.496 -4.397 -1.774
H -7.472 -3.062 -1.957
H -6.002 -3.455 0.426
H -6.293 -1.833 -0.041
H -3.855 -4.117 -2.295
H -3.230 -2.538 -2.682
C -3.473 2.190 2.754
C -4.725 3.132 2.985
C -5.960 2.300 3.174
S -5.502 0.741 2.419
O -6.398 0.423 1.349
O -5.318 -0.265 3.435
C -3.958 1.176 1.760
H -3.183 1.758 3.709
H -2.644 2.737 2.347
H -4.822 3.804 2.128
H -4.500 3.729 3.856
H -6.759 2.695 2.520
H -6.308 2.031 4.144
H -4.183 1.712 0.802
H -3.418 0.245 1.662
C -0.274 -2.157 3.295
C -1.640 -1.509 3.071
C -2.606 -2.324 3.864
S -1.800 -2.540 5.405
O -2.095 -3.784 6.094
O -2.053 -1.368 6.225
C -0.166 -2.569 4.815
H 0.585 -1.537 3.004
H -0.268 -3.101 2.714
H -1.968 -1.458 2.054
H -1.680 -0.443 3.425
H -2.781 -3.321 3.412
H -3.554 -1.798 4.106
H 0.182 -3.567 5.009
H 0.367 -1.862 5.408
```

Löwdin atomic charge list, values in e, 8 entries: C -0.13; C -0.12; C -0.17; O -0.15; C -0.23; H 0.10; H 0.11; H 0.08